This record from OMol25 describes a molecular structure, C54H114N7O9Tl at a distorted geometry. The level of theory is ωB97M-V with the def2-TZVPD basis set.

```
185
Properties=species:S:1:pos:R:3:forces:R:3
Tl 11.871989 8.187086 -15.700733 -0.1465 0.6477 -0.3082
N 12.537428 11.076652 -17.382405 -0.3518 -0.8147 0.2780
O 12.877858 11.895489 -18.248506 0.1385 0.2681 -0.0322
O 13.306639 10.740592 -16.455604 0.3917 0.1920 -0.0375
O 11.409882 10.534406 -17.417762 0.0121 0.0921 -0.3366
C 9.450735 14.296889 -22.831349 1.4682 -1.0001 0.8200
C 8.120892 13.531899 -22.767654 -0.6150 -0.2696 -1.5610
C 8.186904 12.237843 -23.622582 1.2016 -0.8987 2.1288
C 9.105180 11.177462 -22.976518 -0.1047 0.3757 0.3619
C 8.604960 10.841741 -21.579300 -0.1392 -0.0921 0.2521
C 8.397215 12.078443 -20.667461 -0.4748 -1.3470 -0.3232
N 7.761064 13.171310 -21.403514 -0.1540 0.2702 -0.0858
O 7.490264 14.287799 -20.613749 0.5156 -0.5481 -0.2839
C 7.484140 11.631507 -19.517316 -0.6607 0.4558 0.8029
C 9.773132 12.461451 -20.106908 0.5121 0.5077 1.1431
C 7.035104 14.354539 -23.470992 -0.8888 0.9341 1.0109
H 9.520844 15.300462 -22.411450 -0.6209 0.1674 -0.2682
H 9.892525 14.255168 -23.828072 -0.4276 0.3432 -0.1846
H 10.167793 13.717643 -22.237198 0.0508 0.0854 -0.0317
H 7.220089 11.745281 -23.520788 -0.3561 0.4484 -0.9005
H 8.560902 12.459905 -24.616148 -0.5986 0.0853 -0.2424
H 10.125937 11.554664 -22.866660 0.1605 -0.2522 -0.4566
H 9.044362 10.275540 -23.585263 0.5040 0.0143 -0.0625
H 9.301677 10.211923 -21.017748 0.2412 0.0805 -0.2023
H 7.718545 10.201981 -21.620397 -0.3324 0.4478 -0.1372
H 7.195836 12.475757 -18.886702 0.2318 0.0755 -0.0087
H 6.533171 11.175590 -19.799061 0.1421 0.0975 -0.6198
H 7.956832 10.905485 -18.854415 0.3960 0.0365 -0.2466
H 9.895156 12.031217 -19.108677 -0.0640 -0.2017 -0.1175
H 10.641373 12.108181 -20.663690 -0.2370 0.0725 -0.3855
H 9.890848 13.532539 -19.921405 -0.0211 0.0480 -0.1932
H 7.471111 15.045484 -24.189184 0.0285 -0.2919 -0.2565
H 6.488937 14.989192 -22.766302 0.2606 0.0431 0.0997
H 6.252423 13.740214 -23.911642 0.2635 -0.1384 -0.2528
H 8.369816 14.688386 -20.488966 -0.2040 0.3353 0.2337
C 17.137476 11.180028 -14.347967 -0.3695 -0.7829 0.2119
C 17.713230 11.243308 -15.769580 -0.5157 0.4599 1.2578
C 18.269876 12.659609 -15.921312 0.8379 0.8068 -1.2408
C 19.227622 12.765010 -17.134068 -0.7044 0.2845 1.2765
C 20.409721 11.786565 -17.047152 -1.8833 1.0861 -0.4557
C 19.863716 10.337067 -16.913561 1.9218 0.7261 1.3774
N 18.842172 10.322145 -15.842332 0.1750 0.3115 -1.0688
O 18.629070 9.043891 -15.342390 -0.0637 0.5521 0.1437
C 19.415670 9.799461 -18.239820 -1.0373 -0.9968 -0.6715
C 21.068110 9.503208 -16.392641 0.3764 -0.0339 -0.5650
C 16.586750 11.022627 -16.782226 -0.1253 -0.5560 -1.5702
H 16.874132 10.164904 -14.041877 0.0504 -0.0173 -0.1842
H 16.204065 11.735605 -14.292947 0.1252 0.2221 -0.1144
H 17.843937 11.563447 -13.612462 0.0184 0.1099 -0.0431
H 17.548993 13.454286 -16.139953 -0.7916 -0.6450 0.1823
H 18.711332 13.026386 -14.992437 0.4754 -0.4285 -0.0257
H 19.491468 13.824438 -17.176516 0.6170 -0.1464 -0.1371
H 18.614341 12.611830 -18.026565 0.2024 -0.2725 -0.1065
H 21.030525 12.048025 -16.193291 0.2001 -0.0535 -0.0953
H 20.883679 12.000871 -18.005524 0.7960 -0.8616 0.2017
H 18.627127 10.376816 -18.723113 -0.0430 0.0852 0.2334
H 20.193891 9.710681 -18.997617 0.4148 0.0760 0.4076
H 19.035860 8.790349 -18.046168 -0.1083 0.0416 -0.2953
H 21.377586 9.698048 -15.364259 -0.4218 0.2621 0.0672
H 20.975500 8.423856 -16.505013 -0.2709 0.0453 -0.0860
H 21.923458 9.819926 -16.993539 0.0163 -0.1726 -0.0883
H 16.941706 10.993355 -17.817620 0.3605 0.3369 0.1399
H 15.865692 11.840301 -16.763389 -0.0811 -0.0896 0.4026
H 16.055603 10.069875 -16.754301 0.0074 0.0352 0.8275
H 19.112550 9.079595 -14.499528 -0.1773 -0.4488 -0.0706
C 16.190200 12.867876 -22.954718 -1.8194 -0.0058 -1.2764
C 16.101965 13.476098 -21.549734 2.0201 -0.0765 1.1850
C 16.755185 14.866212 -21.481530 -0.3723 0.3672 -0.6237
C 15.905621 15.957720 -22.107649 -0.9351 -0.4089 -0.4615
C 14.509273 15.903842 -21.473781 0.5372 0.1777 1.7259
C 13.768853 14.555268 -21.444289 0.4060 0.2087 0.6425
N 14.740830 13.518347 -21.043901 -0.9362 0.4189 -1.5504
O 14.128953 12.258962 -21.046553 0.8193 0.5833 1.0647
C 12.716827 14.577701 -20.322625 0.2924 -1.0180 0.2559
C 13.080682 14.385084 -22.818341 0.9229 -0.3498 0.3193
C 16.954843 12.604576 -20.538535 -0.9901 -1.1912 -1.0224
H 15.224139 12.914744 -23.477885 -0.1079 0.3111 0.3654
H 16.311055 11.786485 -23.001563 0.8471 0.1245 0.3134
H 16.796478 13.447453 -23.649613 0.6746 -0.3184 0.3440
H 17.008776 15.136476 -20.454805 -0.1126 -0.1410 0.0889
H 17.681896 14.815192 -22.054289 0.1466 -0.1922 0.2610
H 15.852480 15.796758 -23.188396 0.1171 0.2168 -0.0472
H 16.362066 16.923024 -21.897428 -0.0975 0.1013 -0.2502
H 13.779201 16.675276 -21.717265 0.2636 0.0784 -0.5546
H 14.765496 16.123767 -20.425838 -0.3905 -0.0110 0.1432
H 12.011627 15.392362 -20.468031 0.0942 0.1587 0.2566
H 12.181599 13.631004 -20.228684 -0.2089 0.0722 -0.6440
H 13.232406 14.543857 -19.359348 -0.0287 0.8873 -0.0187
H 12.384162 15.220020 -22.841128 -0.1419 -0.0966 -0.4305
H 13.887052 14.492651 -23.543570 -0.4570 0.1871 -0.4176
H 12.588341 13.425852 -22.966434 -0.0785 0.0194 0.1782
H 16.401367 12.515966 -19.603442 0.3741 0.1944 0.2470
H 17.999873 12.869246 -20.397206 -0.1756 0.6852 0.0006
H 17.008813 11.607355 -20.984775 -0.1096 -0.1526 0.3561
H 14.305530 12.049749 -20.104696 -0.6947 -0.8729 -0.2419
C 14.231838 6.514896 -20.195394 0.6367 0.9383 0.0949
C 13.611949 7.655716 -19.341778 -0.1243 -0.7577 -0.4695
C 13.559575 8.971370 -20.139307 1.1826 0.4272 -1.3890
C 12.266329 9.273158 -20.953168 0.9450 0.4096 1.7759
C 11.483137 7.995793 -21.189251 0.4613 1.3876 -0.7501
C 11.154202 7.252708 -19.898242 -0.4338 -0.9239 -0.8537
N 12.244709 7.327824 -18.906981 -0.0759 1.2179 0.4234
O 12.163412 6.271979 -17.970749 0.4121 -0.0646 -0.7666
C 9.949867 7.888780 -19.238404 -0.7980 0.0603 0.2941
C 10.838968 5.785226 -20.312466 -0.6035 0.0788 1.1891
C 14.489827 7.878051 -18.120165 1.0374 -0.0453 0.8005
H 15.222787 6.896037 -20.457281 0.2210 -0.4458 0.2344
H 13.794634 6.333279 -21.175268 -0.5505 -0.1331 0.2792
H 14.321690 5.618133 -19.582877 0.0971 -0.2069 -0.2786
H 13.948749 9.820347 -19.566339 -1.0221 0.0311 0.6541
H 14.405600 8.991094 -20.844011 -0.1341 -0.8113 -0.2349
H 12.523554 9.803282 -21.868788 -0.0610 -0.1233 -0.1025
H 11.752790 9.987914 -20.300260 -0.5931 -0.1228 -0.2944
H 12.029216 7.431555 -21.949590 0.0736 -0.4781 0.4029
H 10.585171 8.309257 -21.729309 -0.3490 -0.4132 0.3360
H 9.144373 8.040489 -19.961686 0.0052 0.0330 0.0295
H 9.528827 7.258960 -18.448487 0.1744 -0.1400 -0.0309
H 10.206221 8.834747 -18.758142 0.0799 0.1248 -0.2931
H 11.753527 5.236721 -20.533408 -0.0954 -0.1121 -0.2175
H 10.298414 5.316102 -19.483698 0.4423 -0.2361 0.1259
H 10.102175 5.664558 -21.106476 0.3928 0.5100 -0.4375
H 14.476664 7.120279 -17.328776 -0.8280 -0.0642 -0.1421
H 14.324446 8.868082 -17.692073 -0.2270 -0.1105 0.1705
H 15.568448 7.824123 -18.315250 -0.1394 0.3277 -0.7499
H 12.396887 5.486098 -18.495267 -0.1249 -0.2435 0.4857
C 13.806464 17.639497 -12.668704 -0.1889 0.1951 -0.6498
C 14.518987 16.731777 -13.690099 0.2452 -0.8713 0.5044
C 14.642919 15.352926 -13.047329 0.3310 -0.0286 1.6024
C 15.154247 14.250361 -13.926777 -0.8182 -0.0960 -1.6403
C 14.125152 14.162190 -15.091405 0.5973 -1.7855 1.6957
C 13.888228 15.459803 -15.850441 -0.3892 -1.3455 -0.3293
N 13.711517 16.532417 -14.900964 0.1001 0.7213 0.0670
O 13.433659 17.740384 -15.518364 -0.0873 0.0134 -0.0691
C 15.041024 15.663031 -16.883493 0.4784 -0.1807 -0.5489
C 12.563085 15.238326 -16.620863 0.1027 0.6169 -0.8850
C 15.906845 17.280302 -14.027190 0.9257 0.6973 -0.2498
H 14.270509 17.586344 -11.685023 0.4464 0.0337 -0.2164
H 12.777245 17.328172 -12.481777 -0.0867 0.0214 -0.3796
H 13.840477 18.659542 -13.047736 -0.1977 0.1161 0.2905
H 15.197824 15.397250 -12.102592 0.5212 0.4964 -0.3454
H 13.662273 15.125124 -12.609690 -0.2117 -0.4014 -0.6342
H 15.190396 13.301730 -13.393683 -0.1454 0.0264 0.0582
H 16.130592 14.359116 -14.405795 0.2577 0.5234 0.5876
H 13.260592 13.729131 -14.579995 -0.6028 0.7837 -0.3116
H 14.373357 13.306993 -15.727582 0.2131 0.4905 -0.6162
H 14.638355 15.485408 -17.883299 -0.0855 0.2077 -0.0068
H 15.550771 16.624784 -16.893669 -0.3534 0.1729 0.2301
H 15.822625 14.903939 -16.789311 -0.0629 0.0096 0.4266
H 12.484382 15.852542 -17.524859 -0.0702 0.7092 0.5009
H 12.514688 14.266587 -17.121661 0.1555 -0.4189 0.8110
H 11.727720 15.414702 -15.946669 -0.1867 -0.2486 -0.1423
H 16.603276 16.542020 -14.428408 -0.2450 -0.2689 0.1275
H 16.369076 17.705946 -13.133695 -0.1187 -0.2320 0.1541
H 15.942144 18.099794 -14.749155 -0.5805 0.0002 -0.0015
H 12.471991 17.860050 -15.475158 0.0576 -0.0146 -0.0327
C 11.964137 11.162365 -13.245354 -0.6249 -1.0194 -0.2825
C 10.511420 11.540351 -13.620736 1.3714 2.0632 0.1882
C 10.704343 12.730213 -14.613088 -0.1652 0.4885 0.4305
C 9.430450 13.234869 -15.335227 0.7270 -2.0032 1.0822
C 8.835508 12.002863 -16.075048 0.0851 1.5059 0.8190
C 8.666462 10.770743 -15.177582 -0.6163 -0.4511 -0.3894
N 9.886032 10.503235 -14.398399 0.5216 -0.7431 -0.3036
O 9.773909 9.300760 -13.640303 -0.3030 0.5038 0.3273
C 7.419025 10.923742 -14.308331 -0.6675 0.7753 1.3828
C 8.387925 9.561632 -16.092840 0.6645 -0.1237 0.4852
C 9.844147 12.121341 -12.333336 -0.7923 -0.3652 -0.3777
H 11.930238 10.253241 -12.639838 0.2678 -0.1011 -0.1516
H 12.498942 11.898875 -12.647829 -0.2930 0.3367 -0.0922
H 12.488675 11.008433 -14.191046 0.2920 -0.2587 0.2241
H 11.179479 13.500524 -13.997052 -0.2608 0.2950 -0.0998
H 11.491015 12.468967 -15.324646 -0.2749 -0.2632 -0.2743
H 9.717220 14.051741 -15.990775 -0.4351 0.1151 -0.1255
H 8.691020 13.505600 -14.581321 0.1153 0.6639 -0.0682
H 9.465555 11.852387 -16.949053 -0.3628 -0.5160 -0.1331
H 7.802465 12.295266 -16.271303 0.1032 -0.1820 -0.9448
H 7.287068 10.098775 -13.603604 0.0927 -0.1724 -0.2164
H 7.406676 11.815944 -13.671432 0.4278 -0.0277 -0.1191
H 6.452760 11.058510 -14.800147 0.3050 -0.4708 -0.6915
H 9.268035 9.332828 -16.700805 -0.1208 0.2583 -0.2263
H 8.200686 8.671186 -15.491322 -0.2514 0.0619 -0.0012
H 7.523116 9.773677 -16.716928 0.0159 -0.0738 -0.1070
H 8.824624 12.402566 -12.593175 0.1265 0.4282 0.3490
H 10.419070 12.983305 -11.997871 -0.0966 0.1629 -0.2872
H 9.763619 11.523918 -11.420078 0.1873 -0.6205 -0.3739
H 9.348561 9.592046 -12.813906 -0.0235 -0.4867 -0.0217
```
Forces are in eV/Å.

Results
Total energy ... -91368.7736 eV
Charge ... +2
Multiplicity ... 1
Highest occupied orbital energy ... -0.4461 hartree

Löwdin population analysis, charges in e, atoms 1 to 4:
1 Tl 1.09
2 N -0.56
3 O -0.02
4 O -0.13